The following is a DFT calculation (ωB97M-V/def2-TZVPD) of 2 unconnected molecules or ions with the total composition C4H12OS.

Geometry as XYZ:
```
18
Properties=species:S:1:pos:R:3:nbo_charge:R:1
C 0.63616 0.84057 -2.34436 -0.621
C 1.24802 -0.51647 -2.66237 -0.512
S 0.22594 -1.92069 -2.12003 -0.061
H -0.36215 0.92958 -2.80487 0.212
H 1.27735 1.64827 -2.73560 0.209
H 0.53335 0.97001 -1.25381 0.212
H 1.34155 -0.65683 -3.75644 0.217
H 2.25935 -0.61391 -2.22287 0.211
H 0.24818 -1.62090 -0.80392 0.129
C -1.67794 0.19342 1.51724 -0.255
O -0.34058 -0.23309 1.68515 -0.543
C 0.08425 -0.02116 3.01679 -0.252
H -1.96011 0.00767 0.46725 0.197
H -1.79029 1.27055 1.72645 0.165
H -2.36801 -0.36583 2.17118 0.166
H 0.04721 1.04680 3.29010 0.165
H -0.53050 -0.58959 3.73483 0.166
H 1.12822 -0.36839 3.09528 0.194
```

Summary:
Lowest unoccupied orbital energy (eV): 0.956
Largest force on an atom (eV Å⁻¹): 0.58
Orbital gap (eV): 9.80
Energy above the lowest of the compared OMol25 structures with the same formula, charge and spin (kJ/mol): 100.0
Charge: 0
Energy (eV): -17224.5076

The following is a DFT calculation (ωB97M-V/def2-TZVPD) of 2 unconnected molecules or ions with the total composition C4H12OS at a distorted geometry.

Geometry as XYZ:
```
18
Properties=species:S:1:pos:R:3:nbo_charge:R:1
C 1.52628 0.91585 0.84056 -0.621
C 0.43032 1.42947 -0.09084 -0.406
C -0.85507 0.56133 -0.01420 -0.411
C -1.22253 -0.13495 -1.31634 -0.527
S -2.50465 -1.38876 -1.18243 -0.026
H 2.48009 1.36603 0.53525 0.210
H 1.37706 1.13184 1.89233 0.205
H 1.70381 -0.16299 0.80001 0.216
H 0.81476 1.48330 -1.10294 0.202
H 0.13317 2.41821 0.26194 0.209
H -1.69135 1.15481 0.34310 0.214
H -0.76093 -0.20400 0.76189 0.185
H -0.31012 -0.47441 -1.81408 0.201
H -1.65109 0.54929 -2.04489 0.227
H -2.04282 -2.14832 -0.18154 0.112
O 1.14752 -2.40396 0.71224 -0.932
H 0.69638 -1.88013 0.04143 0.469
H 0.72918 -2.21262 1.55851 0.472
```

Summary:
Lowest unoccupied orbital energy (eV): 0.773
Largest force on an atom (eV Å⁻¹): 1.44
Orbital gap (eV): 10.00
Energy above the lowest of the compared OMol25 structures with the same formula, charge and spin (kJ/mol): 46.8
Charge: 0
Energy (eV): -17225.0590

The following is a DFT calculation (ωB97M-V/def2-TZVPD) of 2 unconnected molecules or ions with the total composition C4H12OS at a distorted geometry.

Geometry as XYZ:
```
18
Properties=species:S:1:pos:R:3:nbo_charge:R:1
C 2.39921 -0.17346 -0.27351 -0.594
C 0.95423 -0.28500 -0.83525 -0.391
C -0.06264 -0.51049 0.29275 -0.396
C -1.32388 -1.27202 -0.19754 -0.577
S -2.38078 -1.71040 1.21279 0.712
H 2.98210 -0.11583 -1.18721 0.236
H 2.50685 0.73396 0.32001 0.216
H 2.66832 -0.99359 0.38338 0.213
H 0.96900 -1.11353 -1.54846 0.206
H 0.73680 0.59988 -1.42957 0.222
H -0.22618 0.44983 0.77724 0.246
H 0.35340 -1.22571 1.01063 0.205
H -0.98947 -2.13897 -0.77030 0.271
H -1.87826 -0.69196 -0.94159 0.277
H -1.76025 -2.86889 1.50820 0.153
H -2.14110 4.36574 0.71732 0.482
H -1.04699 3.43673 0.16952 0.467
O -1.76036 3.51372 0.79159 -0.949
```

Summary:
Lowest unoccupied orbital energy (spin up / spin down) (eV): -3.981 / -9.059
Largest force on an atom (eV Å⁻¹): 1.87
Spin multiplicity: 2
Orbital gap (spin up / spin down) (eV): 10.37 / 5.29
<S²>: 0.753
Energy above the lowest of the compared OMol25 structures with the same formula, charge and spin (kJ/mol): 87.1
Charge: +1
Energy (eV): -17216.0240

The following is a DFT calculation (ωB97M-V/def2-TZVPD) of 2 unconnected molecules or ions with the total composition C4H12S at a distorted geometry.

Geometry as XYZ:
```
17
Properties=species:S:1:pos:R:3:nbo_charge:R:1
C 0.52583 1.50242 1.29752 -0.824
S 0.12865 0.30442 2.41170 0.253
C -1.51210 -0.20896 1.77510 -0.764
H -0.05124 2.44832 1.14251 0.214
H 1.52050 1.84979 1.30115 0.241
H 0.46719 1.06565 0.21646 0.207
H -1.57417 -1.25447 2.05130 0.227
H -1.77625 -0.20895 0.67344 0.225
H -2.32096 0.49706 2.30211 0.220
C 1.07771 -0.56624 -3.72712 -0.625
C -0.22448 -1.31529 -3.46320 -0.617
H 1.56797 -0.89282 -4.60615 0.207
H 1.10512 0.50735 -3.67378 0.210
H 1.75724 -1.02705 -2.98652 0.201
H -1.13574 -0.75004 -4.04557 0.192
H -0.66282 -1.17951 -2.36950 0.211
H -0.15707 -2.39760 -3.88656 0.220
```

Summary:
Lowest unoccupied orbital energy (eV): 0.869
Largest force on an atom (eV Å⁻¹): 5.68
Orbital gap (eV): 9.30
Energy above the lowest of the compared OMol25 structures with the same formula, charge and spin (kJ/mol): 160.1
Charge: 0
Energy (eV): -15176.0468

The following is a DFT calculation (ωB97M-V/def2-TZVPD) of 2 unconnected molecules or ions with the total composition C4H12S at a distorted geometry.

Geometry as XYZ:
```
17
Properties=species:S:1:pos:R:3:nbo_charge:R:1
C -1.04595 -0.57930 -0.71217 -0.742
S -1.79554 0.79474 0.23882 0.133
C -3.61172 0.53203 -0.04074 -0.715
H -1.71803 -1.21088 -1.26151 0.222
H -0.31725 -0.12916 -1.39682 0.220
H -0.56066 -1.22287 0.02186 0.217
H -3.88740 0.01523 0.86044 0.220
H -3.87509 0.09889 -0.99796 0.221
H -3.89055 1.58192 -0.03056 0.224
C 2.68839 -0.62182 -0.03576 -0.631
C 2.41006 0.60517 0.83916 -0.619
H 3.34248 -0.44943 -0.91940 0.205
H 3.40353 -1.23306 0.57975 0.215
H 1.78741 -0.99944 -0.48340 0.211
H 2.41999 1.56391 0.28045 0.205
H 3.15096 0.63230 1.67332 0.202
H 1.49938 0.62175 1.38452 0.209
```

Summary:
Lowest unoccupied orbital energy (eV): 1.093
Largest force on an atom (eV Å⁻¹): 2.10
Orbital gap (eV): 9.52
Energy above the lowest of the compared OMol25 structures with the same formula, charge and spin (kJ/mol): 84.5
Charge: 0
Energy (eV): -15176.8301

The following is a DFT calculation (ωB97M-V/def2-TZVPD) of 2 unconnected molecules or ions with the total composition C4H12S at a distorted geometry.

Geometry as XYZ:
```
17
Properties=species:S:1:pos:R:3:nbo_charge:R:1
C -4.10307 -2.07088 3.32315 -0.624
C -3.74330 -1.10437 2.27961 -0.419
C -3.30358 0.22420 2.92525 -0.609
H -3.28733 -2.39480 3.97034 0.211
H -4.29201 -3.10272 2.91673 0.213
H -5.00596 -1.70270 3.99542 0.211
H -4.55975 -0.74973 1.55295 0.201
H -2.94488 -1.36878 1.50459 0.203
H -4.17550 0.94571 3.12923 0.207
H -2.82946 -0.03653 3.87294 0.197
H -2.48608 0.60583 2.31079 0.210
C 4.46427 1.09796 -1.96314 -0.728
S 3.30819 0.96857 -3.41927 -0.064
H 5.54266 1.07682 -2.23738 0.225
H 4.26628 1.99438 -1.42744 0.213
H 4.52333 0.30883 -1.25421 0.226
H 2.43172 0.04518 -3.01497 0.127
```

Summary:
Lowest unoccupied orbital energy (eV): 1.029
Largest force on an atom (eV Å⁻¹): 3.93
Orbital gap (eV): 10.22
Energy above the lowest of the compared OMol25 structures with the same formula, charge and spin (kJ/mol): 109.1
Charge: 0
Energy (eV): -15176.5748

The following is a DFT calculation (ωB97M-V/def2-TZVPD) of 2 unconnected molecules or ions with the total composition C4H12S at a distorted geometry.

Geometry as XYZ:
```
17
Properties=species:S:1:pos:R:3:nbo_charge:R:1
C 2.07127 3.42491 -1.11090 -0.596
C 1.83380 1.88266 -0.53678 -0.474
S 0.15624 1.50827 0.24882 -0.101
H 1.89974 4.11080 -0.15539 0.218
H 3.05208 3.39141 -1.67122 0.223
H 1.36938 3.62757 -1.77809 0.196
H 2.51362 1.61405 0.17563 0.190
H 1.95170 1.03199 -1.28515 0.205
H 0.44728 0.06289 0.25580 0.138
C -1.43199 -3.05423 1.12301 -0.610
C -2.45456 -2.12449 0.41288 -0.611
H -1.97575 -3.93427 1.42668 0.204
H -0.75999 -3.24856 0.25907 0.195
H -0.82454 -2.49449 1.90413 0.206
H -2.92173 -2.63509 -0.50373 0.206
H -1.76177 -1.33122 -0.02082 0.202
H -3.16477 -1.83218 1.25607 0.208
```

Summary:
Lowest unoccupied orbital energy (eV): 0.745
Largest force on an atom (eV Å⁻¹): 6.27
Orbital gap (eV): 9.73
Energy above the lowest of the compared OMol25 structures with the same formula, charge and spin (kJ/mol): 180.6
Charge: 0
Energy (eV): -15175.8346

The following is a DFT calculation (ωB97M-V/def2-TZVPD) of 2 unconnected molecules or ions with the total composition C4H12S at a distorted geometry.

Geometry as XYZ:
```
17
Properties=species:S:1:pos:R:3:nbo_charge:R:1
C 0.57195 -2.69575 0.50036 -0.769
S 0.12550 -1.43348 1.77613 0.158
C 1.36340 -0.11695 1.87115 -0.747
H -0.07293 -2.31858 -0.25762 0.229
H 1.65103 -2.94988 0.41194 0.237
H 0.10451 -3.70032 0.52256 0.239
H 2.36098 -0.31169 2.45676 0.211
H 0.90034 0.75227 2.42230 0.240
H 1.66383 0.29059 0.98880 0.205
C -1.47956 2.16666 -1.12375 -0.608
C -0.66504 1.01453 -1.60430 -0.611
H -1.54124 2.12916 0.05374 0.201
H -1.15935 3.20839 -1.37463 0.208
H -2.50424 1.92011 -1.55226 0.206
H -0.80169 0.81570 -2.63754 0.200
H -0.85047 0.13507 -0.96541 0.207
H 0.33296 1.09418 -1.48822 0.195
```

Summary:
Lowest unoccupied orbital energy (eV): 0.943
Largest force on an atom (eV Å⁻¹): 3.77
Orbital gap (eV): 9.41
Energy above the lowest of the compared OMol25 structures with the same formula, charge and spin (kJ/mol): 162.5
Charge: 0
Energy (eV): -15176.0222

The following is a DFT calculation (ωB97M-V/def2-TZVPD) of 2 unconnected molecules or ions with the total composition C4H12S2.

Geometry as XYZ:
```
18
Properties=species:S:1:pos:R:3:nbo_charge:R:1
C -2.00228 -0.41806 0.72305 -0.625
C -0.97556 -0.93262 -0.30872 -0.512
S -1.65560 -2.30684 -1.29032 -0.050
H -2.59285 0.38930 0.29438 0.203
H -1.49715 -0.07459 1.62125 0.220
H -2.73075 -1.20413 0.91969 0.215
H -0.71030 -0.10398 -0.95854 0.208
H -0.05839 -1.28110 0.15614 0.222
H -2.57877 -1.57748 -1.93114 0.114
C 1.49177 2.39113 -0.82915 -0.620
C 2.28971 1.40586 0.00956 -0.489
S 1.31935 0.87616 1.48048 -0.067
H 1.94173 2.57028 -1.80275 0.216
H 1.31231 3.31174 -0.27467 0.208
H 0.49822 1.97223 -0.99463 0.211
H 2.40305 0.43944 -0.48467 0.218
H 3.24318 1.79369 0.34629 0.215
H 1.13723 2.09587 1.98859 0.115
```

Summary:
Lowest unoccupied orbital energy (eV): 0.785
Largest force on an atom (eV Å⁻¹): 1.00
Orbital gap (eV): 9.65
Energy above the lowest of the compared OMol25 structures with the same formula, charge and spin (kJ/mol): 33.3
Charge: 0
Energy (eV): -26012.7723

The following is a DFT calculation (ωB97M-V/def2-TZVPD) of 2 unconnected molecules or ions with the total composition C4H12S2.

Geometry as XYZ:
```
18
Properties=species:S:1:pos:R:3:nbo_charge:R:1
C 2.40844 -0.89533 1.23839 -0.755
S 0.96174 -0.76577 2.30235 0.193
C 0.10379 -2.24933 1.75036 -0.755
H 3.06664 -0.03602 1.45047 0.231
H 2.12853 -0.86928 0.17182 0.215
H 2.96987 -1.82477 1.43217 0.212
H -0.13643 -2.19996 0.67497 0.215
H 0.70491 -3.15545 1.93533 0.212
H -0.83847 -2.33031 2.31797 0.231
C -2.40838 0.89528 -1.23822 -0.755
S -0.96196 0.76594 -2.30260 0.193
C -0.10388 2.24941 -1.75054 -0.755
H -3.06663 0.03601 -1.45030 0.231
H -2.96986 1.82475 -1.43167 0.212
H -2.12817 0.86901 -0.17173 0.215
H -0.70505 3.15555 -1.93516 0.212
H 0.13664 2.19982 -0.67522 0.215
H 0.83824 2.33051 -2.31839 0.231
```

Summary:
Lowest unoccupied orbital energy (eV): 0.868
Largest force on an atom (eV Å⁻¹): 0.53
Orbital gap (eV): 9.36
Energy above the lowest of the compared OMol25 structures with the same formula, charge and spin (kJ/mol): 28.6
Charge: 0
Energy (eV): -26012.8218

The following is a DFT calculation (ωB97M-V/def2-TZVPD) of 2 unconnected molecules or ions with the total composition C4H12S2 at a distorted geometry.

Geometry as XYZ:
```
18
Properties=species:S:1:pos:R:3:nbo_charge:R:1
C -2.71152 -1.99368 -0.95324 -0.610
C -1.51452 -1.06219 -1.28133 -0.524
S -1.99990 0.65585 -1.87719 0.326
H -2.55016 -2.99771 -1.14900 0.243
H -3.50326 -1.51760 -1.49679 0.209
H -2.93939 -1.96834 0.13258 0.224
H -1.04382 -0.89798 -0.30363 0.236
H -0.83350 -1.52378 -2.14006 0.271
H -3.28477 0.43970 -1.70609 0.130
C 3.14280 0.95480 0.69767 -0.623
C 2.04043 1.75710 1.29759 -0.497
S 0.93935 1.18467 2.71993 0.357
H 2.68810 -0.00327 0.41910 0.208
H 3.72236 0.68221 1.61964 0.224
H 3.78546 1.32864 -0.04459 0.257
H 2.37980 2.74440 1.57296 0.242
H 1.34972 1.91131 0.46566 0.230
H 0.33283 0.30588 2.02678 0.098
```

Summary:
Lowest unoccupied orbital energy (spin up / spin down) (eV): -3.055 / -9.314
Largest force on an atom (eV Å⁻¹): 5.14
Spin multiplicity: 2
Orbital gap (spin up / spin down) (eV): 11.61 / 2.72
<S²>: 0.755
Energy above the lowest of the compared OMol25 structures with the same formula, charge and spin (kJ/mol): 182.5
Charge: +1
Energy (eV): -26002.4352

The following is a DFT calculation (ωB97M-V/def2-TZVPD) of 3 unconnected molecules or ions with the total composition C4H13BN2O3 at a distorted geometry.

Geometry as XYZ:
```
23
Properties=species:S:1:pos:R:3:nbo_charge:R:1
H -2.23828 -1.42493 -1.97884 0.399
N -1.80665 -1.51409 -1.13838 -1.084
B -1.19755 -1.25339 -0.06553 1.000
N -0.13525 -1.35385 0.84771 -0.943
C 0.30823 -0.59825 2.03157 0.283
C 0.96899 0.71307 1.66852 -0.646
O 1.17308 -1.59794 2.65728 -0.723
H 0.15431 -2.31052 0.94182 0.432
H -0.54045 -0.46660 2.68151 0.154
H 0.22118 1.32143 1.20856 0.232
H 1.43447 1.16654 2.50718 0.216
H 1.69923 0.41435 0.96588 0.218
H 1.97519 -1.19851 2.86824 0.469
C 0.58961 0.09381 -2.87444 -0.741
C -0.71765 0.94519 -2.75473 0.454
O -0.72593 1.90784 -2.06696 -0.554
H 0.34030 -1.00956 -2.70402 0.255
H 1.28363 0.66475 -2.30706 0.232
H 1.08887 0.08790 -3.81764 0.233
H -1.70927 0.70440 -3.24540 0.114
O 2.21367 3.69317 -2.55221 -0.936
H 1.40125 3.36528 -3.01106 0.471
H 2.01214 3.41567 -1.65703 0.466
```

Summary:
Lowest unoccupied orbital energy (eV): 0.455
Largest force on an atom (eV Å⁻¹): 3.07
Orbital gap (eV): 9.76
Energy above the lowest of the compared OMol25 structures with the same formula, charge and spin (kJ/mol): 371.7
Charge: 0
Energy (eV): -14157.2220

The following is a DFT calculation (ωB97M-V/def2-TZVPD) of 3 unconnected molecules or ions with the total composition C4H13BNO3 at a distorted geometry.

Geometry as XYZ:
```
22
Properties=species:S:1:pos:R:3:nbo_charge:R:1
B 3.28152 1.21297 -0.03428 1.338
C -0.79401 1.59591 1.25723 -0.612
C -1.88548 0.69890 -0.80013 -0.609
C -0.50952 1.04742 -0.26862 -0.312
C 0.24406 -0.21023 -0.59163 0.376
N 0.21319 -1.23911 0.17934 -0.672
O 1.13882 -3.85959 -0.07481 -0.950
O 4.08796 2.14675 0.08039 -0.921
O 2.39704 0.34245 -0.21325 -0.960
H -1.86634 1.67958 1.40330 0.234
H -0.20816 1.07886 2.01144 0.214
H -0.56193 2.62965 1.33934 0.234
H -1.96968 0.34482 -1.87432 0.231
H -2.42493 1.65805 -0.80649 0.242
H -2.41640 -0.02369 -0.21964 0.223
H -0.08697 1.88194 -0.80016 0.239
H 0.72834 -0.26640 -1.60084 0.253
H 0.04199 -1.08138 1.09821 0.409
H 0.40853 -2.16499 -0.28326 0.462
H 1.99099 -3.36546 -0.12500 0.483
H 1.12019 -4.28380 0.81819 0.499
H 4.63325 2.82565 0.55629 0.600
```

Summary:
Lowest unoccupied orbital energy (eV): -3.064
Largest force on an atom (eV Å⁻¹): 5.20
Orbital gap (eV): 12.23
Energy above the lowest of the compared OMol25 structures with the same formula, charge and spin (kJ/mol): 81.8
Charge: +1
Energy (eV): -12662.4736